Computed, not measured: C14H18BeBr3F3LiNO8PS as an isolated structure, with the ωB97M-V functional and the def2-TZVPD basis.

XYZ file:
```
51
Properties=species:S:1:pos:R:3:forces:R:3
C 0.97482 1.15476 1.81352 0.871 -0.702 -0.304
C 1.50470 1.94869 0.58678 -0.749 -0.168 0.844
Br 2.06445 0.58063 -0.68048 0.175 0.303 -0.121
C 0.38926 2.85547 -0.00829 0.737 -0.298 -0.090
C -0.40645 2.15860 -1.10633 -0.551 1.379 0.162
O -0.55794 2.72644 -2.18466 0.479 -0.835 0.215
O -0.99646 0.94630 -0.94269 0.558 1.124 0.619
C -2.21851 0.99251 -0.20244 -0.411 -1.170 0.759
C -3.35481 1.82637 -0.84039 0.416 0.118 0.151
C -3.37421 3.31702 -0.42652 0.713 0.686 0.695
C -3.96967 3.57766 0.95179 1.409 -0.181 0.049
F -4.41067 4.86232 1.17130 -1.712 -0.976 -0.895
C -4.09586 2.68129 2.00215 -0.539 0.827 -0.846
F -3.09546 2.38097 2.86148 -0.446 -1.595 -1.127
F -5.25788 2.07753 2.26095 0.455 1.089 1.732
P -2.83837 -0.81815 -0.17595 -1.993 -0.851 -1.101
O -2.57268 -1.44338 1.41809 -0.154 5.813 -0.642
O -1.90239 -1.59587 -1.29579 0.224 1.027 2.324
H 1.83208 0.64715 2.32046 -0.519 0.063 -0.192
H 0.47012 1.82561 2.53020 -0.024 0.507 -0.126
H 0.27113 0.38406 1.43168 0.239 0.333 0.356
H 2.40656 2.53487 0.82366 -0.489 -0.302 0.054
H -0.28346 3.22930 0.79604 0.290 -0.276 -0.444
H 0.88048 3.72962 -0.47414 -0.523 -0.423 0.071
H -2.07267 1.26600 0.86864 0.240 0.150 -0.618
H -3.28274 1.75575 -1.94307 0.040 -0.063 0.522
H -4.30840 1.34494 -0.53879 0.448 0.352 -0.196
H -2.39571 3.83332 -0.48773 -0.268 -0.389 -0.482
H -4.03506 3.84498 -1.14914 0.219 -0.056 0.635
H -3.45391 -1.81521 1.68431 0.638 0.718 -0.210
H -0.97039 -1.63942 -0.99193 0.090 -0.096 -0.725
Li -0.22888 0.71331 3.92786 0.603 -0.570 -0.368
Br -2.44000 -3.53241 1.28896 0.627 -6.017 -0.086
Be -0.08421 1.26973 -3.43768 -0.017 -0.084 -0.750
N 1.33521 -2.51628 -2.06645 0.211 -0.346 0.068
C 0.83040 -3.72058 -1.77832 -0.153 0.303 -0.014
C 1.57277 -4.88824 -1.77878 0.034 -0.046 -0.026
C 2.91952 -4.80799 -2.10103 0.052 -0.033 0.008
C 3.46557 -3.57426 -2.40534 -0.294 -0.446 0.035
C 2.64081 -2.46578 -2.37292 -0.329 0.299 0.079
H -0.22814 -3.73603 -1.53549 0.023 -0.134 0.022
H 1.10955 -5.83583 -1.53377 -0.034 0.043 0.018
H 3.53606 -5.69976 -2.11408 -0.002 0.020 0.014
H 4.57650 -3.46262 -2.67901 -1.753 -0.376 0.396
H 3.02914 -1.47782 -2.60049 0.125 -0.065 -0.047
Br 6.12671 -2.64195 -2.99911 1.923 0.826 -0.441
O 3.97650 -1.60325 1.50791 0.215 0.002 -0.095
S 4.18722 -0.96178 2.82747 -0.605 0.489 0.773
O 2.90742 -0.98545 3.58939 -0.244 0.258 -0.074
O 4.60233 0.44335 2.61717 -0.206 -0.050 -0.286
O 5.22565 -1.68649 3.57101 -0.040 -0.182 -0.296
```
Forces are in eV/Å.

Calculated values
- Highest occupied orbital energy: -4.19 eV
- Charge: -1
- E_LUMO: -0.0864 Ha
- HOMO-LUMO gap: 1.837 eV

=====

Computed, not measured: a 2-piece molecular cluster, C29H29NO2 overall, with the ωB97M-V functional and the def2-TZVPD basis.

XYZ file:
```
61
Properties=species:S:1:pos:R:3:forces:R:3
C 4.13325 3.33193 1.72920 0.136 0.200 0.092
C 3.47595 2.54746 2.87371 -0.042 -0.228 -0.290
C 2.17815 3.20033 3.34885 0.068 0.068 0.164
N 1.28993 3.48082 2.21349 -0.555 -0.805 -0.111
C 0.17823 2.80238 2.01584 0.701 -0.114 0.154
C -0.70138 3.04378 0.93494 -0.647 -0.165 -0.825
C -1.30922 2.01758 0.25090 0.813 0.481 1.026
C -2.11438 2.22170 -0.92313 -0.829 0.277 -1.245
C -2.31936 1.18081 -1.86306 0.220 0.315 0.694
C -3.03785 1.40390 -3.02847 -0.112 0.364 -0.129
C -3.55635 2.67896 -3.29684 0.223 -0.195 0.244
C -3.38540 3.71481 -2.36982 0.008 -0.112 -0.013
C -2.69228 3.48701 -1.18985 0.245 -0.485 0.129
C 1.90520 4.37023 1.21891 0.005 0.557 0.124
C 3.15866 3.72869 0.61595 -0.212 -0.378 0.094
H 4.56312 4.25210 2.14308 0.013 -0.047 -0.014
H 4.96593 2.75753 1.31163 -0.097 0.072 0.081
H 3.26791 1.52071 2.54782 -0.059 0.114 0.042
H 4.16495 2.47487 3.72158 -0.118 0.010 -0.102
H 1.64240 2.58335 4.08122 0.119 0.180 -0.193
H 2.41311 4.17602 3.79407 -0.129 -0.190 0.113
H -0.04409 1.97860 2.70867 0.152 0.313 -0.095
H -0.82241 4.08610 0.61170 0.105 -0.591 0.023
H -1.08204 0.98975 0.55144 -0.234 0.292 -0.030
H -1.89590 0.19791 -1.65123 -0.169 0.211 -0.084
H -3.19074 0.58834 -3.73570 0.038 0.231 0.198
H -4.08990 2.86396 -4.22936 0.088 -0.061 0.269
H -3.79505 4.70667 -2.56508 0.040 -0.317 0.032
H -2.59925 4.26922 -0.43489 -0.142 -0.159 -0.316
H 1.18053 4.67221 0.45790 0.172 -0.164 0.235
H 2.22025 5.25662 1.78521 -0.167 0.038 -0.235
H 3.62652 4.44015 -0.07287 -0.086 -0.050 0.153
H 2.87757 2.85549 0.01405 -0.050 0.067 0.131
C 0.57598 -0.46210 6.21542 -0.059 0.078 -0.133
C 0.28285 -1.12188 5.01630 -0.207 0.251 0.025
C -0.72504 -0.62901 4.17497 0.002 0.149 0.227
C -1.46007 0.51566 4.52338 0.450 0.107 0.431
C -2.49218 1.16624 3.60732 -0.781 -0.113 -0.942
C -3.06750 0.35221 2.57260 0.127 0.086 0.296
C -3.99260 0.84058 1.58702 0.366 0.591 0.601
C -4.45767 -0.13260 0.51193 -0.374 0.001 -0.642
C -3.75933 -1.29915 0.16682 -0.201 0.111 -0.062
C -4.14630 -2.07205 -0.93756 -0.118 0.313 0.202
C -5.24155 -1.67737 -1.71265 0.142 0.044 0.073
C -5.95303 -0.51636 -1.38266 0.244 -0.192 0.263
C -5.57193 0.23649 -0.27230 0.249 -0.178 -0.030
O -4.37792 2.01875 1.51380 -0.054 -0.671 -0.354
O -2.74275 2.37088 3.77208 0.638 -0.182 0.290
C -1.15281 1.16288 5.73736 0.184 -0.151 -0.075
C -0.13787 0.69219 6.57252 -0.044 -0.334 -0.332
H 1.36033 -0.84598 6.87034 -0.205 0.111 -0.183
H 0.83338 -2.02088 4.72532 -0.155 0.310 0.149
H -0.94932 -1.12984 3.23202 0.135 0.101 0.268
H -2.91812 -0.71883 2.63815 0.046 0.089 -0.051
H -2.89290 -1.59017 0.76454 -0.234 0.032 -0.258
H -3.58063 -2.97375 -1.18325 -0.223 0.254 0.017
H -5.53764 -2.27466 -2.57543 0.065 0.143 0.190
H -6.80511 -0.19843 -1.98846 0.254 -0.146 0.194
H -6.12835 1.13693 -0.01498 0.295 -0.143 0.030
H -1.71348 2.05112 6.02363 0.049 -0.167 -0.252
H 0.09375 1.22043 7.50055 -0.092 -0.216 -0.260
```
Forces are in eV/Å.

Calculated values
- Highest occupied orbital energy: -6.54 eV
- E_LUMO: -0.0450 Ha
- HOMO-LUMO gap: 5.318 eV
- Energy above the lowest of the compared OMol25 structures with the same formula, charge and spin: 66.3 kcal/mol

=====

Computed, not measured: a 2-piece molecular cluster, C4H9NO2 overall, with the ωB97M-V functional and the def2-TZVPD basis.

XYZ file:
```
16
Properties=species:S:1:pos:R:3:forces:R:3
C 1.23759 0.21388 -1.18201 0.084 -0.049 -0.273
C 0.87921 -0.26329 0.17468 -0.828 -0.589 -0.722
C 0.73998 0.78737 1.28179 -0.510 -0.448 -0.419
O -0.37398 0.33542 1.96239 -0.786 0.704 0.968
N -0.82540 -1.12663 -0.42833 0.477 0.781 0.471
C -2.01837 -0.52928 -0.34515 0.200 0.309 0.124
O -2.26687 0.46575 0.34770 -0.216 0.035 -0.334
H 1.26312 -0.63314 -1.86285 0.195 0.205 -0.257
H 2.19459 0.74758 -1.18722 -0.006 -0.120 0.085
H 0.45694 0.91471 -1.49363 0.240 -0.056 -0.110
H 1.33355 -1.16382 0.58052 -0.154 -0.064 -0.385
H 1.61786 0.81848 1.97379 -0.377 -0.525 -0.670
H 0.66420 1.82875 0.89840 -0.230 -0.485 -0.145
H -1.16040 0.45062 1.31051 0.532 0.055 1.028
H -0.87510 -1.91733 -1.08937 0.828 0.549 0.585
H -2.86692 -0.92908 -0.94123 0.550 -0.301 0.054
```
Forces are in eV/Å.

Calculated values
- Highest occupied orbital energy: -9.54 eV
- E_LUMO: 0.0183 Ha
- HOMO-LUMO gap: 10.035 eV
- Energy above the lowest of the compared OMol25 structures with the same formula, charge and spin: 74.1 kcal/mol

=====

Computed, not measured: an isolated ion of composition C5H8N3O and charge +1, with the ωB97M-V functional and the def2-TZVPD basis.

XYZ file:
```
17
Properties=species:S:1:pos:R:3:forces:R:3
C -0.37691 -1.23909 -0.96044 0.274 1.053 -2.274
C -0.17073 1.00163 -0.35544 -1.229 -2.698 -0.564
C -1.19199 -0.09017 -0.40541 2.046 -0.278 -0.616
C 0.71195 -2.93829 0.35818 0.416 1.226 0.695
C 0.20137 0.86105 2.01877 1.528 -0.326 1.698
N 0.09787 -2.09140 -0.11907 0.003 0.026 -1.117
N 0.37345 1.33142 0.77271 3.061 5.918 -1.575
N 0.31565 1.42394 -1.48637 -0.120 1.178 0.188
O -0.47745 -0.05134 2.31316 -1.179 -1.099 0.934
H 0.21254 -1.17607 -1.94695 -1.289 -0.207 1.604
H -1.88357 0.29245 -1.10487 -1.601 -0.166 -0.475
H -1.48942 -0.41636 0.57230 -0.848 0.458 0.095
H 0.88721 -3.78860 0.86468 0.522 -2.726 1.118
H 0.98373 1.33646 2.61152 -0.298 0.129 1.064
H 1.03296 2.23170 0.71360 -1.544 -2.789 0.350
H -0.02062 1.01331 -2.32505 -0.363 0.033 -0.758
H 0.79396 2.29936 -1.52132 0.622 0.268 -0.367
```
Forces are in eV/Å.

Calculated values
- Highest occupied orbital energy (alpha / beta): -11.27 / -11.27 eV
- Charge: +1
- E_LUMO (alpha / beta): -0.1576 / -0.1576 Ha
- HOMO-LUMO gap (alpha / beta): 6.983 / 6.983 eV
- Energy above the lowest of the compared OMol25 structures with the same formula, charge and spin: 89.4 kcal/mol

=====

Computed, not measured: C4H2O2Rb as an isolated structure, with the ωB97M-V functional and the def2-TZVPD basis.

XYZ file:
```
9
Properties=species:S:1:pos:R:3:forces:R:3
H -0.70487 -1.85034 -0.27903 -1.268 0.030 1.000
O 3.27289 0.91354 -0.31685 -0.494 0.110 0.235
C 2.36469 0.54809 0.25366 0.226 -0.728 -0.047
C 1.25659 0.05286 0.91250 0.292 -0.242 0.370
C 0.29210 -0.36636 0.04665 0.445 1.915 0.810
H 1.26287 0.04365 2.00794 -0.003 0.262 -0.319
C -1.00915 -0.76010 0.04579 0.715 -0.687 -3.425
O -2.03898 -0.19202 -0.36309 -0.182 -0.452 1.159
Rb -4.69616 1.61069 -2.30757 0.267 -0.207 0.216
```
Forces are in eV/Å.

Calculated values
- Highest occupied orbital energy: -11.72 eV
- Charge: +1
- E_LUMO: -0.1415 Ha
- HOMO-LUMO gap: 7.873 eV
- Energy above the lowest of the compared OMol25 structures with the same formula, charge and spin: 15.1 kcal/mol

=====

Computed, not measured: a 2-piece molecular cluster, C2H8NOS overall, with the ωB97M-V functional and the def2-TZVPD basis.

XYZ file:
```
13
Properties=species:S:1:pos:R:3:forces:R:3
C -1.10602 0.32701 -0.34462 -0.216 -0.151 -0.119
O -1.13165 1.44045 0.53142 0.413 -0.037 0.099
C -0.52617 -0.96375 0.28087 0.043 0.575 0.905
N 0.38862 -1.66968 -0.59596 -0.742 0.475 -0.841
H -2.15283 0.17586 -0.64058 0.210 -0.018 -0.171
H -0.49568 0.53500 -1.22811 -0.093 0.129 -0.093
H -0.01960 -0.55184 1.16373 0.019 -0.367 0.224
H -1.30417 -1.66229 0.62477 0.075 0.237 -0.122
H 1.15669 -1.04853 -0.82772 0.294 -0.410 0.198
H 0.64995 -2.57403 -0.24846 0.441 0.084 0.174
S 2.04009 1.53373 0.37531 -0.085 -0.304 0.061
H -0.19339 1.77012 0.64343 -0.456 -0.451 -0.257
H 2.69416 2.68795 0.26590 0.097 0.238 -0.058
```
Forces are in eV/Å.

Calculated values
- Highest occupied orbital energy: -3.16 eV
- Charge: -1
- E_LUMO: 0.1536 Ha
- HOMO-LUMO gap: 7.337 eV
- Energy above the lowest of the compared OMol25 structures with the same formula, charge and spin: 5.9 kcal/mol